[1]
29
Properties=species:S:1:pos:R:3 method="wB97M-V/def2-TZVPD" orbital_gap_ha=0.36585 total_charge=0 e_tot_ev=-15067.861 largest_force_ev_per_a=2.65 smiles=C[C@H](CN)NCN.O.O.O e_homo_ev=-9.48 e_above_lowest_ev=1.045
C -1.2926 -1.0112 1.8097
C 0.0580 -0.9692 1.1434
C 0.9858 0.0092 1.9544
N 2.3943 0.0042 1.6223
N 0.1137 -0.4553 -0.2819
C -0.3450 -1.5495 -1.1668
N -1.6653 -1.1904 -1.7142
H -2.1131 -1.1480 1.1076
H -1.4564 -1.8796 2.4387
H -1.4836 -0.1713 2.4716
H 0.5054 -1.9719 1.1375
H 0.9531 -0.2522 3.0281
H 0.6014 1.0541 1.8430
H 2.7215 -0.9488 1.7651
H 2.5504 0.2281 0.6547
H -0.4837 0.3571 -0.3681
H -0.4982 -2.4769 -0.6321
H 0.4140 -1.8002 -1.9192
H -2.3970 -1.5113 -1.0969
H -1.8781 -1.4935 -2.6553
O -1.7276 1.6106 -1.9215
H -0.9424 1.0769 -2.0815
H -2.5229 1.1503 -2.1265
O 2.2345 0.0605 -2.1127
H 2.2485 0.2138 -1.1638
H 1.4844 -0.5592 -2.1439
O -0.4809 3.0539 1.2542
H -0.7803 2.1498 1.1967
H 0.2848 3.0599 0.6596

=====

[2]
11
Properties=species:S:1:pos:R:3 method="wB97M-V/def2-TZVPD" orbital_gap_ha=0.39404 total_charge=0 e_tot_ev=-7765.098 largest_force_ev_per_a=1.73 smiles="CC(=O)CC#N" e_homo_ev=-10.09 e_above_lowest_ev=1.428
C 0.1205 0.3242 -1.3466
C 0.2794 -0.6252 -0.1774
O 0.2639 -1.8287 -0.2345
C 0.4322 0.1484 1.2984
C -1.0157 0.0650 1.2988
N -2.0357 -0.1673 0.7911
H 1.1242 0.4073 -1.7795
H -0.2171 1.3103 -1.0173
H -0.5598 -0.0543 -2.1158
H 0.7918 1.1994 1.3446
H 0.9420 -0.4702 2.0533

=====

[3]
13
Properties=species:S:1:pos:R:3 method="wB97M-V/def2-TZVPD" orbital_gap_ha=0.37133 total_charge=+1 e_tot_ev=-7229.513 largest_force_ev_per_a=3.63 smiles="C=[NH+]N1[C@@H]2C[C@@H]21" e_homo_ev=-14.97 e_above_lowest_ev=6.225
C -2.2911 -0.1223 -0.2757
N -1.3090 0.3668 0.3525
N 0.2179 1.0487 -0.1666
C 0.9860 0.1637 -0.8237
C 1.3826 -0.8222 0.2569
C 1.3806 0.6217 0.5966
H -2.0721 -0.4712 -1.2600
H -3.3982 0.0278 -0.0582
H -1.4889 0.6633 1.2834
H 1.4450 0.2691 -1.8461
H 2.4277 -1.3379 0.2571
H 0.5500 -1.5990 0.6087
H 2.1695 1.1915 1.0750

=====

[4]
135
Properties=species:S:1:pos:R:3 method="wB97M-V/def2-TZVPD" orbital_gap_ha=0.28452 total_charge=+1 e_tot_ev=-168665.822 largest_force_ev_per_a=6.12 e_homo_ev=-10.12
C 6.2987 1.4578 0.9889
C 5.9656 -0.1225 1.0000
C 4.5552 -0.3294 1.7160
C 3.4653 -0.6923 0.5562
O 2.2224 -1.1845 0.8897
N 0.9900 -0.6886 1.0738
B 1.1109 0.7496 1.6537
O 0.1562 1.3010 2.6198
O 2.1066 1.7518 1.4617
C 0.6078 -1.6252 2.2583
C 1.4868 -1.3861 3.5673
C 0.9059 -3.1916 1.8764
S 2.4816 -3.9440 2.4709
C 3.5961 -4.4508 1.0941
C 3.2388 -5.9752 0.6873
C -0.9019 -1.5829 2.7416
N -1.1159 -0.9757 4.1370
C -2.3525 -0.6091 4.1899
S -4.0051 -0.5296 4.2752
O -1.7264 -0.7527 1.9145
C -1.5585 -0.9701 0.4730
C -2.1956 -2.4318 0.3633
C -2.6920 0.0126 -0.0847
C -4.2125 -0.4414 0.1848
C -4.9489 -1.1550 -1.0454
C -5.4546 -2.6363 -0.6002
O -4.9235 -3.6944 -1.4344
C -0.0346 -0.7358 -0.0853
C 0.1516 -1.7719 -1.2896
Br 1.9774 -2.5663 -1.7491
C -0.3379 -1.3880 -2.7658
C -1.8847 -1.3513 -3.1151
P 0.2038 0.9192 -0.9497
C -0.7270 2.4655 -0.5986
C -1.6263 2.8767 -1.8975
C 1.7102 1.4622 -1.8039
C 2.6611 0.6422 -2.7496
H 6.8083 1.6806 1.9854
H 6.9580 1.6721 0.0890
H 5.3076 2.0016 0.8499
H 5.9563 -0.4513 -0.1041
H 6.8037 -0.7393 1.4835
H 4.6435 -1.3025 2.3297
H 4.2217 0.5214 2.3853
H 4.0623 -1.4626 -0.0620
H 3.5139 0.2481 -0.1123
H -0.6712 1.5552 2.1656
H 2.5185 1.9409 2.3381
H 1.2050 -2.2402 4.2881
H 2.6084 -1.3897 3.4309
H 1.2828 -0.4520 4.1821
H 0.1105 -3.8956 2.3214
H 0.8516 -3.3996 0.7620
H 3.6601 -3.7396 0.2142
H 4.6582 -4.4980 1.5371
H 2.1324 -6.1353 0.9028
H 3.5496 -6.2537 -0.3673
H 3.8068 -6.6339 1.4407
H -1.4017 -2.6054 2.9286
H -1.4487 -3.2968 0.5306
H -2.7213 -2.6826 -0.6067
H -2.9694 -2.6397 1.1902
H -2.5582 0.4022 -1.1304
H -2.6230 0.9526 0.5852
H -4.8118 0.5321 0.3484
H -4.3511 -0.9862 1.1882
H -5.9294 -0.5931 -1.2690
H -4.3752 -1.1573 -2.0205
H -5.2272 -2.8330 0.5124
H -6.5953 -2.6880 -0.6812
H -4.3991 -4.3000 -0.8603
H -0.2971 -2.8234 -1.1473
H 0.1536 -0.5146 -3.2791
H 0.0173 -2.2844 -3.4088
H -1.9676 -1.6373 -4.2338
H -2.5447 -2.1137 -2.6029
H -2.3263 -0.2876 -3.1278
H -1.2912 2.5825 0.3806
H 0.0341 3.3363 -0.5528
H -2.4675 3.5940 -1.6386
H -1.9735 1.9753 -2.4944
H -0.9232 3.4595 -2.6034
H 2.4256 1.9776 -1.0510
H 1.4003 2.3676 -2.4599
H 2.2116 0.0403 -3.5941
H 3.4218 -0.0478 -2.2321
H 3.3382 1.4184 -3.2734
C -7.4207 -7.9064 1.1432
C -6.6413 -7.2011 0.0649
O -5.6589 -7.7021 -0.4641
N -7.0640 -5.9636 -0.3171
C -8.1940 -5.2134 0.1886
H -6.9699 -8.8779 1.3429
H -7.4009 -7.3197 2.0643
H -8.4515 -8.0636 0.8183
H -6.4958 -5.5488 -1.0438
H -8.8705 -5.0071 -0.6435
H -7.8263 -4.2683 0.5946
H -8.7321 -5.7529 0.9644
C 0.6261 6.8195 -2.7991
C 0.1911 5.9455 -3.9427
O -0.1913 4.7890 -3.7767
N 0.2305 6.4752 -5.1921
C 0.6469 7.8065 -5.5818
H 0.5419 6.2668 -1.8631
H 1.6685 7.1179 -2.9320
H -0.0157 7.7019 -2.7393
H -0.0742 5.8360 -5.9124
H -0.1893 8.2947 -6.0856
H 1.4825 7.7152 -6.2788
H 0.9533 8.4075 -4.7291
C -3.2506 7.0513 -2.2013
C -2.9512 8.5278 -2.2071
O -1.8370 8.9674 -2.4622
N -3.9695 9.3809 -1.9161
C -5.3420 9.0527 -1.5920
H -2.3474 6.4940 -2.4505
H -3.5857 6.7414 -1.2090
H -4.0151 6.8214 -2.9466
H -3.6999 10.3541 -1.9377
H -5.9930 9.5309 -2.3266
H -5.5663 9.4512 -0.6004
H -5.5207 7.9801 -1.5973
C 7.2965 -1.9417 5.1943
C 8.1358 -1.3246 4.1071
O 7.8470 -0.2538 3.5876
N 9.2476 -1.9989 3.7061
C 9.7471 -3.2664 4.1976
H 6.4464 -1.2951 5.4101
H 6.9186 -2.9138 4.8696
H 7.8872 -2.0522 6.1061
H 9.7633 -1.5295 2.9754
H 10.7540 -3.1108 4.5897
H 9.7920 -3.9666 3.3610
H 9.1165 -3.6813 4.9804

=====

[5]
61
Properties=species:S:1:pos:R:3 method="wB97M-V/def2-TZVPD" orbital_gap_ha="0.20426 / 0.21080" total_charge=+2 e_tot_ev=-424613.555 spin_multiplicity=2 largest_force_ev_per_a=1.20 e_homo_ev="-14.09 / -14.09" e_above_lowest_ev=0.000
Co -2.3852 -0.5722 0.4286
Br -3.0789 -0.1737 2.9062
C -4.8413 -0.8797 2.4987
Br -4.8414 -1.4641 0.6590
H -5.5735 -0.0905 2.6214
H -5.0140 -1.7360 3.1395
C 3.0794 0.7650 -3.0979
O 3.0662 1.9168 -2.2446
C 2.6309 1.8561 -0.9992
O 2.6627 2.8171 -0.2801
C 2.0173 0.5703 -0.4461
C 2.7323 -0.2065 0.3608
As 2.1419 -1.5989 1.6589
C 2.1860 -0.5299 3.3025
C 0.2420 -1.4197 1.0646
C -0.4175 -0.2359 0.8942
As 0.1850 0.3434 -1.0997
C 0.4369 -1.3696 -2.0220
C -0.2274 0.9553 1.7855
O -0.3776 0.8593 2.9795
O -0.0264 2.0751 1.1166
C 0.1207 3.2923 1.8921
C -0.4963 -2.5938 0.4309
O -1.6471 -2.3783 0.0323
O -0.0468 -3.7882 0.2728
C 1.0923 -4.4606 0.8679
C 4.2493 -0.2506 0.2090
O 4.6327 -1.0422 -0.6109
O 5.0805 0.4517 0.9450
C 4.6640 1.3682 1.9758
H 3.8260 0.9739 -3.8584
H 2.1081 0.6685 -3.5902
H 3.3562 -0.1398 -2.5573
H 3.1062 -0.8184 3.8088
H 1.3361 -0.8159 3.9180
H 2.1691 0.5397 3.1302
H 1.1975 -2.0038 -1.5687
H 0.7743 -1.1050 -3.0253
H -0.5129 -1.8882 -2.1225
H 0.0642 4.0989 1.1703
H 1.0944 3.2863 2.3759
H -0.6781 3.3545 2.6268
H 0.8409 -5.5108 0.7656
H 1.1824 -4.1910 1.9167
H 1.9915 -4.2167 0.3092
H 5.4624 2.1012 2.0413
H 4.5911 0.8360 2.9212
H 3.7353 1.8682 1.7172
Br -4.2361 -2.1623 -4.6893
C -3.7404 -0.7335 -3.5825
C -3.8613 0.5871 -4.0046
C -3.4664 1.5946 -3.1416
C -2.9710 1.2604 -1.8930
N -2.8694 -0.0090 -1.4836
C -3.2432 -0.9891 -2.3165
H -4.2532 0.8140 -4.9868
H -3.5406 2.6338 -3.4277
H -2.6469 2.0232 -1.1974
H -3.1368 -2.0059 -1.9579
I -4.4454 2.6541 1.2912
I -5.4806 4.8151 0.1699

=====

[6]
83
Properties=species:S:1:pos:R:3 method="wB97M-V/def2-TZVPD" orbital_gap_ha=0.22777 total_charge=-2 e_tot_ev=-96155.183 largest_force_ev_per_a=0.19 e_homo_ev=-2.03 e_above_lowest_ev=0.000
K 0.4455 0.1685 1.5298
C -2.1384 3.3712 -1.7601
N -0.7655 3.0498 -1.3986
C -0.0299 2.4018 -2.4609
C 1.2041 1.7339 -1.9507
N 1.6109 1.6991 -0.7173
C 2.7339 0.8711 -0.7314
C 3.5254 0.4387 0.3267
C 4.5615 -0.4344 0.0352
C 4.8063 -0.8653 -1.2732
C 4.0199 -0.4425 -2.3355
C 2.9828 0.4279 -2.0370
N 2.0190 1.0407 -2.8161
C -2.9326 2.2544 -2.3766
N -3.6527 2.3752 -3.4699
C -4.1930 1.1145 -3.6630
C -5.0410 0.6484 -4.6681
C -5.4185 -0.6809 -4.6374
C -4.9598 -1.5424 -3.6265
C -4.1185 -1.1017 -2.6226
C -3.7481 0.2405 -2.6546
N -2.9489 1.0076 -1.8436
H -2.1563 4.2006 -2.4709
H -2.6336 3.6873 -0.8397
H -0.7746 2.4694 -0.5643
H 0.2574 3.1422 -3.2191
H -0.6056 1.6175 -2.9793
H 3.3040 0.7395 1.3465
H 5.1770 -0.8082 0.8435
H 5.6172 -1.5609 -1.4586
H 4.1958 -0.7949 -3.3448
H 1.6837 0.6684 -3.6894
H -5.3837 1.3175 -5.4484
H -6.0742 -1.0702 -5.4082
H -5.2651 -2.5824 -3.6394
H -3.7425 -1.7701 -1.8597
H -2.4299 0.7281 -1.0009
N -0.9337 -3.8418 -2.5598
C -1.0274 -2.5912 -1.9248
S -0.2368 -1.2836 -2.7210
N -1.6717 -2.6365 -0.7961
N -1.7651 -1.4321 -0.1004
C -2.5988 -1.5182 0.8673
C -3.0140 -0.4502 1.7734
C -3.8874 -0.8194 2.8036
C -4.4063 0.0863 3.7075
C -4.0443 1.4306 3.5743
C -3.1948 1.8366 2.5718
C -2.6326 0.9265 1.6286
O -1.8336 1.3314 0.7114
H -0.8669 -3.7455 -3.5608
H -1.6616 -4.4723 -2.2513
H -3.0830 -2.4869 1.0390
H -4.1611 -1.8682 2.8802
H -5.0729 -0.2378 4.4970
H -4.4343 2.1662 4.2708
H -2.9058 2.8765 2.4708
C 3.2534 3.1159 3.4104
C 2.8147 1.7980 4.0902
O 2.0147 1.0450 3.3491
C 4.1136 1.0139 4.4557
F 5.0206 1.7244 5.1856
F 3.8862 -0.1136 5.1491
F 4.7657 0.6467 3.3331
C 2.0979 2.1896 5.4210
F 1.0120 2.9399 5.1601
F 2.8618 2.9330 6.2762
F 1.6754 1.1318 6.1301
H 3.8049 2.8667 2.5044
H 3.8703 3.7519 4.0487
H 2.3497 3.6480 3.1190
C 2.5922 -3.6784 -1.7745
N 2.5255 -3.3161 -0.3749
C 3.3343 -3.7550 0.6447
C 2.8593 -3.1591 1.7775
N 1.7786 -2.3707 1.4785
C 1.6117 -2.4900 0.1810
H 2.3074 -4.7224 -1.9131
H 3.6023 -3.5125 -2.1509
H 1.8931 -3.0495 -2.3268
H 4.1601 -4.4235 0.4688
H 3.2363 -3.2385 2.7843
H 0.8579 -2.0054 -0.4247